Computed, not measured: an isolated ion of composition C20H32ClN4O5P2 and charge +1 in a non-equilibrium geometry, with ωB97M-V/def2-TZVPD.

Geometry (Å):
C 1.92236 3.71258 -1.09143
C 1.28905 2.68853 -1.20505
C 0.21357 1.53802 -1.04560
C 0.97381 0.15005 -0.88744
C 2.49193 0.45775 -0.54481
C 3.44233 0.29077 -1.68856
C 4.87312 0.51861 -1.40498
C 5.11583 0.88205 0.00870
C 4.08681 1.05157 1.03024
N 2.77508 0.83179 0.72581
N 0.29032 -0.89070 -0.00152
C 1.36338 -1.92570 0.28619
O 0.83677 -3.07992 0.95874
C 1.72298 -4.19860 0.68211
N -0.70276 -1.49570 -0.74682
C -2.01493 -0.89298 -0.93551
C -0.51644 -2.52793 -1.72996
C -0.19258 -2.32724 -3.28151
O -0.71544 -3.69661 -1.45932
C -0.14906 -0.24306 1.31798
P -1.27377 -1.21892 2.49743
C -2.17073 -2.67836 1.76682
O -0.22783 -2.03712 3.60892
C -0.44777 1.33428 1.23039
P -1.51541 2.00564 2.68791
O -0.81618 1.42681 4.13873
Cl -3.52115 1.28416 2.51925
N -0.86151 1.84611 -0.09072
C -1.32862 3.23647 -0.13028
C -2.92919 3.41371 -0.07533
C -3.70725 2.24747 -0.78223
O -5.08918 2.62826 -0.94862
H 2.52505 4.62763 -1.29457
H -0.29948 1.54711 -2.06253
H 1.00594 -0.26549 -1.93969
H 3.06287 -0.02713 -2.70030
H 5.68220 0.39611 -2.16568
H 6.18561 1.04079 0.32218
H 4.36024 1.33658 2.08343
H 2.13922 -1.58728 1.02672
H 1.96045 -2.19499 -0.64155
H 2.76896 -3.88746 0.41268
H 1.26318 -4.85868 -0.11509
H 1.75798 -4.81637 1.62162
H -2.05691 0.01410 -1.62007
H -2.57338 -0.59147 -0.00202
H -2.68156 -1.65928 -1.44167
H 0.87481 -1.94922 -3.38378
H -0.27041 -3.28373 -3.85256
H -0.88143 -1.54307 -3.71258
H 0.80725 -0.22666 1.93742
H -2.33160 -3.41785 2.60650
H -3.20210 -2.34361 1.44671
H -1.69069 -3.19875 0.90282
H 0.42290 -1.34453 3.85573
H 0.52724 1.90652 1.43468
H -1.53973 1.02323 4.67043
H -1.07543 3.78661 -1.08933
H -0.89925 3.90484 0.68365
H -3.19570 4.35251 -0.65636
H -3.28769 3.63424 0.97546
H -3.67693 1.26367 -0.24700
H -3.24403 2.13644 -1.81783
H -5.65511 1.89345 -0.64693

Its HOMO energy is -11.09 eV. Its LUMO energy is -2.8 eV. Its SMILES is C#C[C@H]1[C@@H](c2ccccn2)[N@+](COC)(N(C)C(C)=O)[C@H](P(C)O)[C@H](P(O)Cl)N1CCCO. Its multiplicity is 1. The value obtained for the HOMO-LUMO gap is 8.29 eV. Its total charge is +1.